Formula: C13H22BrInNO3
Source: the Open Molecules 2025 dataset
Level of theory: ωB97M-V/def2-TZVPD

XYZ file:
```
41
Properties=species:S:1:pos:R:3:forces:R:3
C 1.332 -4.041 -0.730 -0.9 0.7 -0.7
C 0.303 -2.954 -0.228 0.1 -0.4 2.0
C -0.182 -3.445 1.203 1.1 0.3 -0.2
C 0.935 -1.538 0.010 -1.2 0.0 -0.6
C 1.007 -0.628 -1.266 1.0 0.0 0.7
C 1.435 -1.373 -2.576 -0.9 0.1 0.3
C 1.973 0.597 -0.952 -0.1 0.2 -1.1
O 1.299 1.850 -0.999 0.1 -0.7 0.8
In 0.379 2.315 0.830 -0.4 0.4 0.1
Br 1.411 0.816 2.758 -0.2 0.3 -0.3
C 0.728 4.458 1.458 0.1 -0.8 0.1
O 2.043 4.491 2.071 -1.1 1.1 0.2
O 2.944 3.933 1.163 0.7 -0.5 -0.8
C -1.844 1.834 0.697 2.6 0.3 -0.3
C -2.320 1.384 -0.562 -1.8 -0.4 0.1
C -3.695 1.018 -0.716 0.8 0.9 2.1
C -4.455 1.203 0.488 0.8 -0.1 -1.1
C -3.821 1.699 1.643 -1.3 0.1 1.3
N -2.525 2.026 1.859 -1.6 -1.0 -2.8
H 0.994 -4.381 -1.739 0.5 0.0 0.7
H 2.320 -3.555 -0.847 -0.4 -0.6 0.2
H 1.359 -4.899 -0.023 0.2 0.5 -0.6
H -0.621 -2.896 -0.844 0.8 0.1 0.0
H 0.757 -3.529 1.809 -0.7 0.0 -0.2
H -0.641 -4.455 1.169 0.0 0.7 0.0
H -0.801 -2.679 1.712 0.0 -0.6 -0.4
H 0.241 -1.019 0.716 0.6 -0.2 -0.4
H 1.905 -1.596 0.559 -0.6 -0.2 -0.6
H -0.006 -0.199 -1.430 0.7 -0.2 0.0
H 0.527 -1.897 -2.968 0.7 0.3 0.1
H 1.760 -0.608 -3.317 -0.1 -0.7 0.4
H 2.201 -2.159 -2.415 -0.2 0.7 -0.2
H 2.543 0.456 0.000 -0.5 -0.1 -0.5
H 2.744 0.604 -1.769 -0.4 0.0 0.5
H 0.670 5.189 0.616 0.0 -0.2 0.6
H 0.011 4.705 2.270 0.5 0.1 -0.5
H 2.886 4.503 0.374 0.0 -0.1 0.3
H -1.629 1.316 -1.417 -0.3 0.1 0.6
H -4.156 0.645 -1.642 0.4 0.2 0.5
H -5.530 0.959 0.509 0.7 0.2 0.1
H -4.482 1.851 2.527 0.4 -0.2 -0.6
```
Forces are in eV/Å.

Output
Strongest force on any atom = 3.37 eV Å⁻¹
Net charge = -1
E = -3553.1083 hartree
Molecular weight = 435.04 u